DFT (ωB97M-V/def2-TZVPD) results for C6H12 in the gas phase.

Output
* structure (SMILES): CC[C@H]1C[C@H]1C
* E_HOMO: -9.856 eV
* energy above the lowest of the compared OMol25 structures with the same formula, charge and spin: 1.019 eV

Each line ends with the Mulliken charge.
Geometry (Å):
C (-0.9231, -1.3455, 1.3173)  -1.046
C (-0.7483, 0.1660, 1.2115)  -0.549
C (-0.7875, 0.5429, -0.2535)  -0.100
C (0.0215, 1.6442, -0.8730)  -0.769
C (0.3392, 0.2113, -1.2075)  0.266
C (1.6813, -0.3634, -0.7958)  -1.445
H (-1.8790, -1.6513, 0.8754)  0.303
H (-0.1308, -1.8394, 0.7488)  0.218
H (-0.8903, -1.7036, 2.3489)  0.355
H (0.1960, 0.4798, 1.6740)  0.256
H (-1.5465, 0.6778, 1.7697)  0.310
H (-1.7841, 0.4089, -0.6761)  0.346
H (0.7382, 2.1518, -0.2299)  0.246
H (-0.4364, 2.2774, -1.6273)  0.275
H (0.0100, -0.1363, -2.1859)  0.344
H (2.4495, -0.0742, -1.5241)  0.390
H (1.6789, -1.4589, -0.7515)  0.332
H (2.0114, 0.0125, 0.1790)  0.269